Entry 1:
ORCA calculation (ωB97M-V/def2-TZVPD) on a molecular structure, C33H93F3O17Y at a distorted geometry.

Each line ends with the Löwdin charge.
Geometry (Å):
1 Y 3.571 -0.398 2.796  1.839
2 C 2.149 0.172 -0.553  -0.432
3 O 0.859 0.635 -0.298  -0.064
4 O 2.810 -0.031 0.609  -0.241
5 C 2.172 -0.986 -1.566  -0.547
6 F 3.425 -1.221 -1.977  0.149
7 F 1.626 -2.135 -1.121  0.116
8 F 1.456 -0.619 -2.645  0.153
9 C -0.098 -0.292 0.178  -0.234
10 C -1.298 0.547 0.621  -0.033
11 H -1.825 1.025 -0.205  0.072
12 H -1.934 -0.093 1.232  0.040
13 H -0.912 1.356 1.247  0.063
14 H 0.232 -0.854 1.063  0.096
15 H -0.408 -1.091 -0.503  0.089
16 H 2.645 0.969 -1.117  0.144
17 C 0.251 -1.380 3.875  -0.259
18 O 1.643 -1.366 3.769  -0.455
19 H -0.011 -2.209 4.537  0.076
20 H -0.237 -0.483 4.282  0.060
21 H -0.210 -1.525 2.890  0.039
22 C -4.526 -1.413 0.058  -0.053
23 C -4.454 -2.916 -0.145  -0.284
24 O -5.478 -3.481 0.658  -0.080
25 H -5.411 -1.015 -0.447  0.090
26 H -3.687 -0.874 -0.390  0.064
27 H -4.578 -1.102 1.100  0.039
28 H -3.468 -3.248 0.208  0.045
29 H -4.549 -3.200 -1.197  0.123
30 H -5.513 -4.433 0.519  0.115
31 C -1.981 -1.741 -2.624  -0.091
32 C -2.989 -2.058 -3.700  -0.269
33 O -4.073 -1.133 -3.665  -0.073
34 H -0.954 -2.051 -2.832  0.078
35 H -2.262 -2.241 -1.693  0.052
36 H -1.842 -0.682 -2.394  0.073
37 H -3.347 -3.087 -3.616  0.112
38 H -2.498 -1.980 -4.678  0.118
39 H -4.900 -1.560 -3.897  0.101
40 C -4.076 1.423 2.715  -0.087
41 C -4.980 2.605 3.106  -0.303
42 O -6.033 2.905 2.226  -0.063
43 H -3.096 1.401 3.195  0.078
44 H -3.976 1.313 1.633  0.058
45 H -4.510 0.487 3.082  0.048
46 H -4.379 3.504 3.233  0.092
47 H -5.394 2.311 4.076  0.111
48 H -6.321 2.156 1.699  0.081
49 C -4.600 3.411 -2.168  -0.075
50 C -4.562 1.937 -1.819  -0.282
51 O -3.411 1.342 -2.424  -0.119
52 H -3.662 3.939 -1.979  0.064
53 H -5.373 3.902 -1.573  0.078
54 H -4.758 3.597 -3.230  0.087
55 H -5.470 1.454 -2.199  0.117
56 H -4.571 1.698 -0.751  0.090
57 H -3.605 0.432 -2.702  0.040
58 C -1.991 4.576 1.184  -0.080
59 C -3.189 5.513 1.024  -0.299
60 O -2.692 6.842 0.885  -0.074
61 H -2.363 3.598 1.502  0.052
62 H -1.356 4.944 1.993  0.067
63 H -1.383 4.458 0.288  0.064
64 H -3.740 5.461 1.969  0.104
65 H -3.802 5.191 0.181  0.099
66 H -3.442 7.390 0.630  0.085
67 C 3.558 -4.729 -2.332  -0.082
68 C 2.943 -5.981 -1.771  -0.321
69 O 3.995 -6.809 -1.281  -0.076
70 H 4.247 -4.900 -3.159  0.085
71 H 4.106 -4.138 -1.595  0.055
72 H 2.792 -4.064 -2.741  0.070
73 H 2.441 -6.504 -2.595  0.117
74 H 2.169 -5.830 -1.014  0.071
75 H 3.641 -7.675 -1.056  0.086
76 C -3.394 -1.677 2.860  -0.100
77 C -3.978 -3.067 2.829  -0.315
78 O -4.818 -3.297 3.952  -0.047
79 H -3.013 -1.453 3.857  0.095
80 H -4.177 -0.953 2.616  0.019
81 H -2.609 -1.506 2.122  0.055
82 H -3.130 -3.763 2.873  0.112
83 H -4.480 -3.235 1.870  0.040
84 H -4.856 -4.251 4.062  0.083
85 C -1.487 -4.328 0.482  -0.058
86 C -0.819 -4.172 -0.870  -0.310
87 O -1.794 -4.320 -1.882  -0.093
88 H -1.833 -5.359 0.592  0.095
89 H -2.397 -3.732 0.544  0.015
90 H -0.765 -4.102 1.267  0.080
91 H -0.011 -4.914 -0.947  0.103
92 H -0.330 -3.187 -0.907  0.074
93 H -1.351 -4.238 -2.734  0.091
94 C 3.470 4.922 0.727  -0.088
95 C 3.615 3.731 -0.178  -0.312
96 O 4.914 3.173 0.024  -0.100
97 H 3.565 4.664 1.786  0.060
98 H 2.505 5.436 0.667  0.081
99 H 4.195 5.712 0.526  0.082
100 H 3.499 4.030 -1.223  0.105
101 H 2.880 2.948 0.037  0.090
102 H 5.269 2.849 -0.818  0.030
103 C 7.177 0.060 0.129  -0.052
104 C 6.170 -1.020 0.503  -0.231
105 O 5.705 -0.791 1.857  -0.204
106 H 7.655 -0.214 -0.818  0.090
107 H 8.010 0.175 0.824  0.084
108 H 6.735 1.032 -0.087  0.065
109 H 6.644 -1.993 0.354  0.127
110 H 5.287 -1.040 -0.133  0.104
111 H 6.425 -1.030 2.457  0.117
112 C 2.702 -4.822 1.693  -0.046
113 C 3.016 -3.387 1.335  -0.244
114 O 3.870 -2.801 2.374  -0.192
115 H 2.225 -4.839 2.676  0.093
116 H 3.637 -5.383 1.754  0.089
117 H 2.021 -5.337 1.022  0.065
118 H 2.140 -2.749 1.253  0.097
119 H 3.624 -3.346 0.430  0.100
120 H 4.526 -3.470 2.602  0.109
121 C 0.238 2.853 3.749  -0.035
122 C 1.403 2.420 2.848  -0.240
123 O 2.315 1.534 3.534  -0.184
124 H -0.114 1.945 4.245  0.073
125 H -0.586 3.217 3.141  0.052
126 H 0.630 3.590 4.447  0.087
127 H 1.881 3.334 2.490  0.103
128 H 1.049 1.875 1.973  0.096
129 H 2.584 2.013 4.334  0.117
130 C 0.705 3.454 -3.051  -0.077
131 C -0.568 2.791 -2.584  -0.312
132 O -1.560 3.165 -3.546  -0.098
133 H 1.602 3.152 -2.506  0.040
134 H 0.643 4.539 -2.960  0.082
135 H 0.890 3.204 -4.097  0.080
136 H -0.893 3.156 -1.603  0.093
137 H -0.527 1.700 -2.534  0.096
138 H -2.359 2.661 -3.307  0.032
139 C 4.628 3.559 -4.451  -0.070
140 C 4.669 2.228 -3.716  -0.281
141 O 5.595 2.257 -2.618  -0.107
142 H 3.846 4.200 -4.046  0.067
143 H 4.357 3.383 -5.496  0.080
144 H 5.601 4.046 -4.488  0.079
145 H 5.000 1.465 -4.429  0.113
146 H 3.706 1.912 -3.320  0.096
147 H 6.472 2.426 -2.975  0.095

Summary:
Total charge: +1

---

Entry 2:
ORCA calculation (ωB97M-V/def2-TZVPD) on a molecular structure, C34H103B3F3N8O12Pt2S at a distorted geometry.

Each line ends with the Mulliken spin population.
Geometry (Å):
1 Pt -0.938 3.705 0.864  0.815
2 Pt -0.385 1.478 3.750  1.430
3 B -2.206 2.843 2.643  0.151
4 H -3.280 2.847 2.213  0.035
5 H -2.179 2.382 3.704  0.091
6 H -1.563 2.039 2.123  0.071
7 H -1.602 3.826 2.651  0.124
8 B -2.982 4.201 -0.330  0.317
9 H -2.223 5.029 -0.066  0.047
10 H -2.751 3.144 0.062  0.043
11 H -3.930 4.504 0.292  0.005
12 H -3.341 4.180 -1.447  0.001
13 B -1.899 -0.163 4.627  -0.027
14 H -2.609 -1.050 4.837  0.012
15 H -0.780 -0.432 4.466  0.060
16 H -2.220 0.301 3.599  0.048
17 H -2.036 0.647 5.473  0.017
18 C 0.806 -0.454 -0.681  0.040
19 F 2.033 -0.232 -0.225  -0.002
20 F 0.656 0.088 -1.884  0.004
21 F 0.626 -1.772 -0.738  -0.001
22 S -0.506 0.340 0.434  0.012
23 O -0.045 0.319 1.827  0.048
24 O -0.513 1.694 -0.137  0.256
25 O -1.751 -0.371 0.244  -0.001
26 C 2.068 3.131 2.269  0.001
27 O 0.677 3.061 2.419  0.182
28 H 2.518 2.869 3.233  0.008
29 H 2.445 2.390 1.546  0.000
30 H 2.380 4.135 1.959  0.005
31 C -0.705 2.537 -3.846  -0.002
32 C -1.321 3.854 -4.351  0.000
33 C -2.737 3.633 -4.857  0.000
34 O -3.219 4.902 -5.362  0.000
35 C -4.029 4.729 -6.482  0.000
36 N -1.301 4.781 -3.210  0.001
37 H -0.860 1.778 -4.619  0.000
38 H -1.272 2.229 -2.964  0.001
39 H 0.335 2.570 -3.528  0.000
40 H -0.734 4.284 -5.169  0.000
41 H -3.369 3.436 -3.984  0.000
42 H -2.876 2.855 -5.610  0.000
43 H -4.470 5.668 -6.818  0.000
44 H -4.887 4.071 -6.268  0.000
45 H -3.546 4.245 -7.342  0.000
46 H -1.851 5.590 -3.517  0.000
47 H -2.008 4.413 -2.555  -0.005
48 C 5.201 -4.421 2.544  0.000
49 C 5.600 -3.403 3.612  0.000
50 C 4.469 -2.493 4.080  0.000
51 O 4.267 -1.269 3.403  0.000
52 C 3.481 -1.396 2.247  0.001
53 N 6.107 -4.228 4.748  0.000
54 H 5.988 -5.087 2.182  0.000
55 H 4.863 -3.888 1.644  0.000
56 H 4.382 -5.102 2.795  0.000
57 H 6.480 -2.884 3.236  0.000
58 H 4.793 -2.150 5.066  0.000
59 H 3.546 -3.073 4.173  0.000
60 H 4.002 -1.856 1.397  0.000
61 H 3.248 -0.396 1.879  -0.001
62 H 2.554 -1.954 2.414  -0.001
63 H 6.777 -4.870 4.336  0.000
64 H 5.405 -4.863 5.117  0.000
65 C -5.498 -0.719 -2.775  0.000
66 C -3.989 -0.715 -2.968  0.000
67 C -3.478 -0.861 -4.403  0.000
68 O -4.037 -1.931 -5.126  0.000
69 C -3.851 -3.219 -4.586  0.000
70 N -3.429 0.556 -2.460  0.000
71 H -5.728 -0.861 -1.724  0.000
72 H -6.028 -1.495 -3.338  0.000
73 H -5.985 0.190 -3.137  0.000
74 H -3.602 -1.507 -2.312  0.000
75 H -2.391 -1.015 -4.334  0.000
76 H -3.704 0.078 -4.906  0.000
77 H -4.103 -3.271 -3.528  0.000
78 H -2.792 -3.459 -4.782  0.000
79 H -4.385 -3.948 -5.193  0.000
80 H -3.306 0.493 -1.447  0.000
81 H -2.433 0.583 -2.687  0.001
82 C 8.564 -2.111 -0.582  0.000
83 C 7.792 -1.192 0.400  0.000
84 C 6.338 -1.078 -0.075  0.000
85 O 6.335 -0.810 -1.452  0.000
86 C 5.070 -0.827 -2.044  0.000
87 N 7.958 -1.735 1.729  0.000
88 H 8.690 -1.610 -1.536  0.000
89 H 7.922 -2.992 -0.617  0.000
90 H 9.547 -2.346 -0.174  0.000
91 H 8.196 -0.176 0.277  0.000
92 H 5.817 -0.290 0.486  0.000
93 H 5.793 -1.993 0.195  0.000
94 H 4.664 -1.796 -2.354  0.000
95 H 5.034 -0.145 -2.895  0.000
96 H 4.307 -0.425 -1.360  0.000
97 H 7.537 -1.164 2.450  0.000
98 H 8.924 -1.919 1.951  0.000
99 C 0.139 -4.891 -4.216  0.000
100 C 1.318 -3.992 -3.882  0.000
101 C 1.085 -2.549 -4.335  0.000
102 O 2.060 -1.701 -3.799  0.000
103 C 2.208 -0.532 -4.572  0.000
104 N 1.467 -4.043 -2.406  0.000
105 H 0.275 -5.906 -3.848  0.000
106 H 0.018 -5.039 -5.295  0.000
107 H -0.785 -4.457 -3.830  0.000
108 H 2.237 -4.345 -4.352  0.000
109 H 0.059 -2.192 -4.147  0.000
110 H 1.163 -2.548 -5.437  0.000
111 H 2.351 -0.781 -5.628  0.000
112 H 3.016 0.100 -4.210  0.000
113 H 1.321 0.115 -4.544  0.000
114 H 0.617 -3.653 -2.015  0.000
115 H 2.205 -3.379 -2.189  0.000
116 C -0.414 -3.552 3.028  -0.003
117 C -0.587 -3.889 4.491  -0.001
118 C 0.536 -3.421 5.427  -0.003
119 O 1.555 -4.414 5.465  0.000
120 C 2.576 -4.244 6.397  0.000
121 N -1.913 -3.511 4.937  0.000
122 H 0.579 -3.850 2.666  0.000
123 H -0.390 -2.476 2.824  0.003
124 H -1.124 -4.063 2.382  0.000
125 H -0.591 -4.983 4.568  0.000
126 H 0.206 -3.139 6.434  0.000
127 H 1.053 -2.517 5.065  0.003
128 H 2.194 -4.033 7.403  0.000
129 H 3.252 -3.388 6.239  0.000
130 H 3.263 -5.079 6.263  0.000
131 H -2.035 -3.579 5.942  0.000
132 H -2.142 -2.528 4.756  0.004
133 C 1.411 6.284 -1.891  0.009
134 C 1.034 5.543 -0.628  -0.004
135 C 0.199 6.408 0.324  0.011
136 O -0.214 5.729 1.497  0.064
137 C -0.700 6.629 2.499  0.005
138 N 0.424 4.174 -0.946  0.138
139 H 1.719 5.606 -2.685  -0.001
140 H 2.217 6.972 -1.609  -0.001
141 H 0.666 6.947 -2.338  0.000
142 H 1.970 5.256 -0.138  -0.002
143 H -0.684 6.764 -0.219  -0.007
144 H 0.824 7.287 0.520  -0.002
145 H -1.012 6.092 3.393  0.000
146 H -1.563 7.155 2.094  0.001
147 H 0.152 7.225 2.830  0.001
148 H -0.026 4.360 -1.861  -0.002
149 H 1.280 3.740 -1.298  -0.003
150 C -4.546 -2.169 2.385  0.001
151 C -5.049 -1.095 1.417  -0.001
152 C -6.543 -0.833 1.547  0.000
153 O -6.966 -0.043 0.466  0.000
154 C -8.303 0.383 0.610  0.000
155 N -4.252 0.130 1.519  0.003
156 H -5.264 -3.000 2.353  0.000
157 H -4.574 -1.820 3.421  0.000
158 H -3.531 -2.511 2.200  0.000
159 H -4.887 -1.512 0.417  0.000
160 H -6.797 -0.426 2.535  0.000
161 H -7.020 -1.827 1.520  0.000
162 H -8.317 1.319 1.189  0.000
163 H -8.952 -0.303 1.165  0.000
164 H -8.636 0.585 -0.408  0.000
165 H -3.295 -0.085 1.213  -0.003
166 H -4.071 0.287 2.510  0.002

Summary:
Relative energy (zero: lowest compared OMol25 entry of this formula, charge and spin) (kcal/mol): 0.0
Total charge: -1
2S+1: 5

---

Calculated DFT total energy (eV), listed in the same order as above: -79723.635 -100915.719